[1]
142
Properties=species:S:1:pos:R:3:forces:R:3:lowdin_charge:R:1 method="wB97M-V/def2-TZVPD" e_homo_ev=-4.57 total_charge=-1 total_energy_ha=-4599.2122 homo_lumo_gap_ev=5.090
C -2.62443 3.58928 -4.20721 0.749 -0.150 0.054 -0.05
C -1.78553 2.79631 -3.19653 -0.738 0.380 -0.591 -0.23
C -2.21412 1.49321 -2.96485 -0.254 -0.564 0.085 -0.07
C -1.54689 0.64701 -2.09149 -0.002 0.362 -0.241 -0.11
C -0.41242 1.15281 -1.46931 -0.265 -1.090 0.309 -0.11
C 0.01681 2.44021 -1.70067 0.678 0.229 0.205 -0.05
C -0.64954 3.32185 -2.55823 0.324 -0.334 -0.393 -0.22
C -0.16801 4.74302 -2.82376 -0.812 -0.694 0.035 -0.20
P -0.35124 5.96722 -1.33223 0.402 1.728 -1.488 0.58
O -0.68465 7.04610 -0.02370 0.352 -0.277 -0.085 -0.28
C 0.75440 7.29212 -2.20016 0.046 0.233 0.455 -0.27
C 1.53391 8.21457 -1.22511 0.829 0.526 -1.289 -0.34
C 0.92621 9.66044 -1.11027 0.393 -1.423 0.083 -0.56
S 1.03360 10.24120 0.61621 -0.013 0.691 0.066 0.64
N -1.59569 4.74296 -0.52154 -1.696 0.771 0.601 -0.01
C -2.66435 5.25722 -0.35206 0.670 -0.718 -0.254 -0.90
S -4.07725 6.03364 -0.25082 0.295 -0.421 0.097 0.51
O 0.92299 5.29290 -0.40407 -0.055 0.052 -0.289 -0.28
C 2.15175 4.97820 -0.93741 1.914 -1.378 0.866 -0.31
C 3.03875 4.45927 0.24871 -0.314 1.106 -0.887 -0.20
N 2.38854 3.38845 1.01287 1.378 0.554 0.313 -0.04
C 2.18167 3.69258 2.43691 -1.167 -1.146 0.195 -0.18
C 0.68883 3.37502 2.81463 1.045 0.642 0.672 -0.40
C 0.55601 2.82668 4.26624 0.112 0.138 -0.832 -0.05
O -0.06108 4.57556 2.65655 -0.482 -0.259 -0.179 -0.06
H -3.34337 4.26544 -3.72435 0.233 -0.098 -0.100 0.08
H -1.93314 4.17069 -4.83745 -0.515 -0.029 0.045 0.06
H -3.16125 2.88502 -4.85777 0.026 0.248 0.221 0.07
H -3.09757 1.10545 -3.48127 0.204 0.273 0.104 0.09
H -1.89335 -0.37886 -1.94431 0.134 0.280 0.054 0.08
H 0.12655 0.47310 -0.80473 0.136 0.451 -0.114 0.08
H 0.92334 2.73281 -1.17522 -0.330 0.183 -0.091 0.08
H 0.81969 4.78589 -3.30572 -0.063 -0.252 0.434 0.07
H -0.86324 5.12641 -3.58606 0.378 0.342 0.414 0.06
H -1.45432 6.55369 -2.01837 -0.275 -0.156 0.323 0.03
H -0.33495 6.65842 0.78834 -0.104 -0.051 -0.089 0.03
H 1.43162 6.84644 -2.94706 -0.088 0.090 0.308 0.06
H 0.07427 7.94820 -2.77214 0.099 -0.406 0.114 0.07
H 2.53461 8.37514 -1.68102 -0.217 -0.109 0.348 0.09
H 1.74072 7.77199 -0.24590 -0.445 -0.025 -0.235 0.06
H 1.53321 10.32165 -1.74674 -0.214 0.062 0.465 0.06
H -0.09129 9.66883 -1.51798 0.069 0.013 0.580 0.06
H 1.11858 9.09461 1.32428 -0.190 0.028 -0.607 -0.16
H 2.19431 4.14033 -1.66354 -0.620 0.450 0.005 0.10
H 2.77828 5.78111 -1.37486 -0.719 0.226 -0.011 0.11
H 3.26150 5.36017 0.85313 -0.174 -0.488 0.171 0.11
H 4.01070 4.15783 -0.18689 -0.325 -0.136 0.172 0.11
H 3.02909 2.60292 0.96689 -0.326 -0.075 -0.002 0.10
H 2.83651 3.07022 3.07637 -0.060 0.231 -0.209 0.11
H 2.34383 4.74898 2.69504 0.174 -0.226 -0.274 0.12
H 0.33417 2.63642 2.08577 -0.224 0.465 0.132 0.14
H -0.38714 3.20252 4.68505 0.243 -0.351 -0.006 0.07
H 0.56270 1.72743 4.20718 -0.044 0.303 0.359 0.07
H 1.40445 3.16396 4.88165 -0.299 -0.084 -0.020 0.07
H 0.27131 5.24474 3.26567 0.081 -0.178 0.007 0.08
O 2.48798 -0.78942 -1.73925 -2.503 -0.168 3.758 -0.26
P 2.61054 -2.27331 -1.41421 4.835 -1.351 -6.774 0.80
N 4.31787 -2.17994 -1.11095 0.476 0.671 0.424 -0.31
C 5.41095 -3.03757 -1.49935 -0.179 -0.733 0.306 -0.15
C 4.68941 -1.41582 0.07621 -0.317 0.345 -0.016 -0.14
N 2.15385 -2.74145 -3.03285 -0.170 -0.174 -0.914 -0.32
C 3.04337 -3.21493 -4.08426 0.195 -0.362 0.188 -0.15
C 1.13624 -1.88486 -3.65739 -0.096 0.144 0.337 -0.14
N 2.47550 -3.94015 -0.93301 -2.380 1.462 3.108 -0.34
C 2.24403 -4.07964 0.50786 0.455 0.123 0.050 -0.15
C 3.04861 -5.14368 -1.46707 -0.217 -0.257 -0.744 -0.13
H 5.71007 -3.72301 -0.68980 0.106 -0.043 -0.040 0.08
H 6.28598 -2.42805 -1.75014 -0.066 0.117 0.100 0.09
H 5.21617 -3.64557 -2.37746 -0.221 -0.016 0.066 0.05
H 4.52524 -1.99813 0.99426 0.172 0.028 0.081 0.07
H 4.10598 -0.49703 0.15400 -0.096 -0.075 -0.086 0.07
H 5.74022 -1.11614 0.04573 0.012 -0.105 -0.129 0.08
H 4.09808 -3.17177 -3.82010 -0.011 -0.052 0.058 0.05
H 2.95491 -2.62736 -5.00272 -0.118 0.204 0.151 0.08
H 2.78983 -4.24646 -4.36186 0.149 -0.036 -0.112 0.07
H 1.57704 -0.97837 -4.08395 -0.088 0.064 0.021 0.08
H 0.37774 -1.57798 -2.93852 0.036 0.050 -0.039 0.06
H 0.62450 -2.42460 -4.45907 0.113 -0.184 0.062 0.08
H 3.19041 -4.11971 1.06617 -0.077 -0.096 0.132 0.07
H 1.67072 -4.98274 0.73386 -0.001 -0.003 -0.066 0.08
H 1.66771 -3.23461 0.89207 0.040 -0.011 0.050 0.08
H 3.97833 -5.41422 -0.95101 0.039 0.161 0.062 0.08
H 3.25445 -5.11069 -2.53177 -0.010 0.234 0.003 0.05
H 2.35038 -5.97825 -1.32403 -0.046 0.079 0.067 0.09
O -5.45411 -0.11130 -3.63318 -1.942 2.342 2.915 -0.26
P -6.62795 -1.01538 -3.32301 1.804 -5.553 -5.173 0.77
N -5.67039 -2.32016 -2.71788 0.748 0.085 0.279 -0.31
C -5.78313 -3.74958 -2.88222 -0.714 -0.210 0.242 -0.15
C -4.92066 -2.01908 -1.49908 0.161 0.521 -0.091 -0.13
N -7.14232 -1.14831 -4.98430 0.028 -0.142 -0.792 -0.32
C -6.98744 -2.30934 -5.85108 -0.250 -0.364 0.214 -0.14
C -6.91683 0.05136 -5.79575 0.081 0.243 0.310 -0.16
N -8.15074 -1.68311 -2.81103 -0.180 3.272 2.432 -0.34
C -8.49174 -1.31475 -1.43432 0.320 -0.222 0.108 -0.14
C -8.84129 -2.88473 -3.19077 -0.222 -0.135 -0.719 -0.13
H -6.26654 -4.23035 -2.01697 0.024 -0.101 -0.020 0.08
H -4.78489 -4.18808 -2.98316 0.053 0.129 0.083 0.09
H -6.33039 -4.05961 -3.76772 -0.141 0.184 0.027 0.05
H -5.57153 -2.04405 -0.61411 0.104 -0.131 0.098 0.07
H -4.46130 -1.03065 -1.54901 -0.101 0.013 -0.083 0.07
H -4.10773 -2.73222 -1.34442 -0.078 -0.091 -0.129 0.08
H -6.40916 -3.11555 -5.40489 -0.056 0.003 0.064 0.05
H -6.46954 -2.06890 -6.78408 0.098 0.231 0.126 0.08
H -7.97054 -2.69905 -6.14492 0.056 -0.156 -0.067 0.07
H -5.88482 0.10559 -6.15881 0.006 0.089 -0.001 0.08
H -7.11857 0.95836 -5.22726 0.037 -0.032 -0.019 0.07
H -7.58347 0.05586 -6.66254 -0.092 -0.185 0.081 0.08
H -8.07658 -2.02944 -0.70837 -0.121 -0.002 0.072 0.07
H -9.57487 -1.27041 -1.29435 0.003 -0.024 -0.066 0.08
H -8.09918 -0.32461 -1.18893 0.010 -0.023 0.004 0.08
H -8.62359 -3.71256 -2.50488 0.152 0.050 0.047 0.08
H -8.63283 -3.22333 -4.20039 0.209 0.139 -0.025 0.06
H -9.92442 -2.71415 -3.15087 0.043 0.098 0.054 0.09
O 2.63595 -3.42091 3.94671 3.981 -0.368 -1.602 -0.28
P 3.37701 -3.71501 5.23745 -6.303 0.493 4.858 0.77
N 2.59090 -5.22657 5.53390 -0.355 -0.445 -0.655 -0.31
C 2.09487 -5.82707 6.75006 0.586 -0.051 0.525 -0.14
C 2.86007 -6.26582 4.54422 0.004 0.283 -0.420 -0.14
N 2.73156 -2.33696 6.08260 -0.516 0.454 0.225 -0.32
C 1.71387 -2.35609 7.12729 0.169 -0.265 0.394 -0.14
C 2.49226 -1.15560 5.24524 0.199 -0.121 -0.319 -0.15
N 4.57029 -3.90856 6.48565 2.696 -0.087 -3.158 -0.34
C 5.75612 -4.63494 6.02330 -0.258 -0.326 -0.021 -0.14
C 4.44817 -4.01242 7.91494 -0.305 0.574 0.459 -0.13
H 2.79783 -6.56617 7.16471 -0.060 -0.043 0.065 0.08
H 1.15494 -6.34992 6.54549 0.054 -0.007 -0.152 0.09
H 1.87015 -5.11942 7.54210 0.180 0.133 -0.076 0.05
H 3.85113 -6.71567 4.69647 -0.060 -0.194 0.006 0.07
H 2.82657 -5.86536 3.52968 0.027 0.117 0.073 0.06
H 2.11412 -7.06272 4.58911 -0.041 0.070 0.151 0.08
H 1.27961 -3.33864 7.29877 0.079 -0.025 0.009 0.05
H 0.86596 -1.70539 6.89686 0.089 -0.005 -0.271 0.08
H 2.13084 -1.98344 8.07088 -0.128 -0.052 0.098 0.07
H 1.53924 -1.22554 4.71044 0.022 0.053 -0.062 0.08
H 3.28193 -1.02720 4.50546 -0.038 -0.006 0.018 0.07
H 2.47215 -0.25161 5.85864 0.048 -0.128 0.165 0.08
H 5.63789 -5.72240 6.14187 0.136 -0.012 0.055 0.07
H 6.64860 -4.32325 6.57139 -0.046 0.034 0.031 0.08
H 5.94680 -4.43348 4.96575 -0.010 -0.011 0.010 0.08
H 4.41288 -5.05792 8.24407 -0.067 -0.065 -0.149 0.08
H 3.58642 -3.50123 8.33098 -0.119 0.022 -0.223 0.06
H 5.32425 -3.55707 8.39222 0.031 0.001 -0.121 0.09

***

[2]
90
Properties=species:S:1:pos:R:3:forces:R:3:lowdin_charge:R:1 method="wB97M-V/def2-TZVPD" smiles=CCO.CCO.CCO.CCO.CCO.CCO.CCO.CCO.CO.CO.O.O e_homo_ev=-9.78 e_above_lowest_kj_mol=317.48 total_energy_ha=-1624.5475 homo_lumo_gap_ev=10.194
C 3.39570 -1.72849 1.58069 -0.040 -0.044 -0.506 -0.08
C 4.16206 -2.36181 0.44277 0.480 0.332 -0.085 -0.28
O 4.91887 -1.35351 -0.26868 -0.136 0.148 0.186 -0.10
H 2.63496 -1.07221 1.15453 0.036 0.109 0.257 0.05
H 4.07697 -1.17088 2.22166 -0.094 0.084 0.025 0.09
H 2.91141 -2.50970 2.16581 -0.093 0.025 0.044 0.08
H 3.48852 -2.80989 -0.29159 0.028 -0.353 0.243 0.11
H 4.87959 -3.07614 0.85475 -0.223 -0.267 -0.221 0.11
H 5.76416 -1.73068 -0.51738 0.042 0.032 -0.078 0.09
C 2.64990 0.05827 -3.04632 -0.120 -0.319 -0.504 -0.08
C 2.82184 1.23957 -2.12402 0.107 0.627 -0.521 -0.32
O 3.09560 0.83431 -0.79080 -0.270 0.263 -0.131 -0.10
H 2.26056 0.31843 -4.03493 0.095 0.348 0.082 0.08
H 1.91976 -0.64627 -2.64134 0.171 -0.046 0.199 0.06
H 3.59953 -0.45110 -3.22515 -0.055 -0.125 0.193 0.08
H 1.92943 1.87250 -2.14927 -0.139 -0.291 0.412 0.10
H 3.60583 1.92935 -2.47169 0.121 -0.317 -0.080 0.12
H 3.90624 0.30308 -0.81245 -0.045 -0.160 0.322 0.06
C -0.35540 -2.84851 3.66951 0.891 -0.342 -0.761 -0.08
C -1.44155 -3.87483 3.51034 -1.116 0.215 0.976 -0.33
O -0.90611 -5.14758 3.83306 0.265 -0.123 -0.180 -0.07
H -0.68513 -1.84836 3.39561 -0.037 0.043 0.077 0.07
H 0.44753 -3.14774 2.98784 -0.002 0.284 -0.108 0.05
H 0.14832 -2.85427 4.63577 -0.562 0.019 0.283 0.09
H -1.92959 -3.85979 2.52825 0.505 0.010 -0.236 0.09
H -2.27265 -3.63489 4.19324 0.154 -0.057 0.118 0.11
H -1.61100 -5.79326 3.92291 -0.084 0.062 -0.045 0.08
C -0.83654 4.66613 -2.48525 -0.177 -0.926 -0.420 -0.07
C -1.96265 3.70669 -2.85571 0.059 -0.490 -0.093 -0.33
O -2.71053 4.30156 -3.90823 -0.549 0.335 0.111 -0.08
H -0.32177 4.34923 -1.57799 -0.127 0.241 0.165 0.05
H -1.29423 5.64974 -2.42893 0.274 0.155 0.313 0.08
H -0.11056 4.64743 -3.30054 0.043 0.242 0.014 0.08
H -2.61991 3.47925 -2.00822 -0.133 0.522 -0.020 0.11
H -1.63036 2.70330 -3.14490 0.384 0.224 -0.187 0.09
H -2.63713 3.84443 -4.74568 0.213 -0.298 0.113 0.08
C 2.95764 4.78640 1.28360 0.295 -0.437 0.587 -0.08
C 2.29961 4.30108 -0.00770 0.001 1.671 0.619 -0.31
O 1.55197 3.14123 0.24951 -0.669 -0.443 -0.195 -0.11
H 3.28623 5.82690 1.33032 0.148 -0.054 -0.657 0.07
H 3.80217 4.13018 1.51452 0.038 0.168 0.121 0.07
H 2.26821 4.72213 2.12967 -0.192 -0.295 -0.199 0.08
H 3.03077 4.25904 -0.81818 -0.035 -0.597 -0.017 0.11
H 1.59562 5.09063 -0.29969 -0.130 -0.275 -0.170 0.10
H 1.94477 2.30199 -0.02282 0.622 0.224 0.058 0.05
C 0.15531 -3.98556 0.15584 0.208 -0.399 2.102 -0.08
C -1.23354 -4.49529 -0.18582 0.054 0.884 -1.999 -0.28
O -1.98184 -3.37233 -0.69992 -0.210 -0.220 0.509 -0.11
H 0.80494 -4.76915 0.56301 0.086 -0.194 -0.617 0.08
H 0.12696 -3.32939 1.03452 -0.460 0.188 -0.198 0.04
H 0.65141 -3.37883 -0.59391 -0.157 -0.401 -0.559 0.07
H -1.81246 -5.05343 0.55239 0.418 0.282 0.534 0.10
H -1.18753 -5.15774 -1.05760 0.162 -0.104 0.155 0.11
H -1.85285 -2.63536 -0.08352 -0.063 0.039 -0.061 0.03
C -0.71994 0.88929 -1.19249 -0.858 0.937 -1.445 -0.09
C -0.29635 -0.41046 -0.56137 -0.377 1.130 0.590 -0.27
O -1.21697 -0.75215 0.49082 0.122 -0.438 -0.373 -0.11
H -0.52952 1.80598 -0.63055 0.132 -0.183 0.232 0.07
H -1.78282 0.90288 -1.47054 -0.114 -0.337 0.682 0.07
H -0.34637 1.06031 -2.21232 0.807 -0.226 0.327 0.07
H 0.67636 -0.26656 -0.08249 0.294 -0.455 -0.521 0.09
H -0.32052 -1.15927 -1.34721 0.143 -0.519 0.428 0.10
H -1.21432 -0.01453 1.11533 -0.111 -0.074 0.108 0.04
C -4.39263 0.18579 -0.02521 -0.221 -1.215 0.317 -0.07
C -4.54439 -0.73941 1.19180 -0.907 0.625 -0.606 -0.29
O -4.97713 0.03082 2.32563 0.597 -0.441 0.398 -0.10
H -5.32272 0.72904 -0.20346 -0.010 0.101 0.131 0.08
H -4.27294 -0.48516 -0.88120 0.435 0.410 -0.157 0.09
H -3.56724 0.87371 0.12513 0.076 0.031 -0.276 0.06
H -3.62081 -1.26023 1.44375 0.099 0.222 0.097 0.10
H -5.28568 -1.51647 0.97233 0.028 0.055 0.046 0.11
H -5.62506 0.67319 2.02830 -0.051 0.037 -0.091 0.09
C 1.41424 0.83403 2.80097 -0.427 -0.863 0.773 -0.15
O 0.84301 1.50443 3.91075 0.433 0.051 0.225 -0.11
H 1.44823 -0.25155 2.97847 -0.207 0.036 0.032 0.06
H 0.79635 0.98387 1.91428 0.512 0.280 -0.339 0.06
H 2.46213 1.11702 2.73156 -0.155 0.477 -0.465 0.09
H -0.10726 1.54703 3.80523 -0.095 -0.030 -0.144 0.04
C -0.83946 -2.15957 -4.70943 0.229 -0.957 -0.097 -0.16
O -1.59215 -1.95755 -5.89722 -0.172 0.409 0.285 -0.12
H 0.22613 -2.05746 -4.92793 0.079 0.175 0.267 0.07
H -1.13441 -1.50389 -3.89438 -0.179 0.428 -0.379 0.07
H -1.01127 -3.17059 -4.32412 0.095 -0.035 0.012 0.08
H -1.23364 -2.55120 -6.56072 -0.053 -0.006 -0.042 0.07
O -2.23109 1.02999 2.55560 -0.040 -0.135 0.217 -0.05
H -3.02399 0.46332 2.50950 0.007 0.374 0.090 0.03
H -2.44945 1.67768 3.23796 -0.070 -0.083 -0.046 0.07
O -0.75929 3.51768 2.01459 -0.058 -0.126 -0.069 -0.06
H -1.18937 2.65351 1.98230 0.032 0.161 -0.242 -0.02
H 0.04127 3.41064 1.47449 -0.002 -0.015 0.066 0.00